Entry 1
DFT (the ωB97M-V functional and the def2-TZVPD basis) results for a 6-piece molecular cluster, C4H21NO6 overall.

ORCA input file:
```
! RIJCOSX wB97M-V def2-TZVPD def2/J DEFGRID3
* xyz 0 1
C 0.69 -1.70 -1.20
O 0.03 -1.56 0.09
C -1.11 -2.35 0.30
C -2.32 -1.84 -0.57
C -2.88 -0.58 0.00
N -3.39 -2.86 -0.62
H 1.64 -1.15 -1.16
H 0.05 -1.29 -1.98
H 0.85 -2.76 -1.38
H -0.84 -3.36 -0.01
H -1.37 -2.26 1.35
H -2.09 -1.72 -1.63
H -3.50 -0.83 0.86
H -3.53 -0.12 -0.75
H -2.14 0.14 0.34
H -2.94 -3.74 -0.85
H -3.72 -2.96 0.33
O 2.55 1.66 -1.17
H 3.40 1.26 -1.37
H 2.27 2.05 -2.00
O 0.85 0.85 0.60
H 1.25 1.24 -0.17
H 0.41 0.06 0.28
O 3.14 4.07 0.10
H 3.12 3.89 1.04
H 2.88 3.25 -0.32
O 2.81 1.87 2.36
H 2.14 1.44 1.83
H 3.57 1.30 2.30
O -0.92 2.73 1.36
H -0.28 2.02 1.43
H -0.64 3.24 0.61
*
```

Summary:
HOMO energy   -9.57 eV
Gap between HOMO and LUMO   9.40 eV
SMILES string   COC[C@H](C)N.O.O.O.O.O
LUMO energy   -0.17 eV


Entry 2
DFT (the ωB97M-V functional and the def2-TZVPD basis) results for a 7-piece molecular cluster, C4H21NO6 overall.

ORCA input file:
```
! RIJCOSX wB97M-V def2-TZVPD def2/J DEFGRID3
* xyz 0 1
C 0.27 -2.79 -1.73
C 1.03 -2.04 -0.93
C 1.18 -1.67 0.42
N 1.86 -0.36 0.69
C 3.34 -0.39 0.31
H 0.27 -2.51 -2.84
H -0.32 -3.74 -1.59
H 1.83 -1.64 -1.58
H 1.87 -2.50 0.84
H 0.27 -1.66 1.14
H 1.30 0.21 0.02
H 3.64 -0.32 -0.78
H 3.95 -1.22 0.67
H 3.65 0.61 0.98
O -0.77 0.06 3.57
H 0.12 -0.04 3.88
H -0.87 0.29 2.68
O -3.44 -1.08 -1.48
H -3.88 -0.76 -0.73
H -2.73 -0.25 -1.43
O -1.08 2.71 1.45
H -0.12 2.69 1.60
H -1.10 3.15 0.44
O -0.40 0.94 -1.82
H -0.66 1.28 -2.65
H -0.53 0.01 -1.90
O -2.65 0.22 1.40
H -2.69 0.80 2.14
H -2.71 -0.75 1.72
O 1.87 2.70 -2.06
H 1.07 2.15 -1.95
H 1.47 3.52 -2.37
*
```

Summary:
HOMO energy   -9.27 eV
Gap between HOMO and LUMO   9.37 eV
SMILES string   C=CCNC.O.O.O.O.O.O
LUMO energy   0.10 eV


Q: Which of them is the most stable? A: entry 1.